{"formula": "C29H77NO11", "method": "ωB97M-V with the def2-TZVPD basis set", "symbols": ["C", "C", "O", "O", "H", "H", "H", "H", "H", "H", "C", "O", "C", "C", "N", "C", "C", "O", "C", "H", "H", "H", "H", "H", "H", "H", "H", "H", "H", "H", "H", "H", "H", "H", "C", "C", "C", "O", "H", "H", "H", "H", "H", "H", "H", "H", "C", "C", "C", "O", "H", "H", "H", "H", "H", "H", "H", "H", "C", "C", "C", "O", "H", "H", "H", "H", "H", "H", "H", "H", "C", "C", "C", "O", "H", "H", "H", "H", "H", "H", "H", "H", "C", "C", "C", "O", "H", "H", "H", "H", "H", "H", "H", "H", "C", "C", "C", "O", "H", "H", "H", "H", "H", "H", "H", "H", "C", "C", "C", "O", "H", "H", "H", "H", "H", "H", "H", "H"], "coordinates": [[-4.31830, -1.29297, 2.77468], [-4.55786, -0.02383, 3.56722], [-3.93254, 1.15991, 3.03173], [-2.95070, -1.55227, 2.80989], [-4.47519, -1.20481, 1.69964], [-4.86705, -2.15581, 3.15214], [-4.20505, -0.21569, 4.58054], [-5.60442, 0.24171, 3.71655], [-3.09329, 0.77356, 2.77096], [-2.54775, -0.81441, 2.34644], [3.10521, -1.27995, -2.67815], [2.08429, -2.14251, -3.24228], [1.92265, -2.15456, -4.71469], [0.53825, -2.79511, -5.10468], [-0.62681, -1.98156, -5.11518], [-0.83827, -1.42526, -3.71534], [-2.33117, -0.96830, -3.56284], [-3.17465, -2.05409, -3.94967], [-4.57732, -1.52467, -4.09303], [3.04123, -1.23573, -1.59093], [3.18088, -0.27340, -3.08952], [4.09046, -1.66592, -2.93973], [2.82211, -2.60852, -5.13060], [1.98845, -1.18886, -5.21588], [0.26211, -3.69803, -4.56009], [0.53968, -3.09776, -6.15182], [-1.49181, -2.48284, -5.25872], [-0.25231, -0.50676, -3.74883], [-0.54512, -2.13545, -2.94217], [-2.56779, -0.24639, -4.34448], [-2.47946, -0.70857, -2.51468], [-4.73536, -0.58140, -4.61586], [-5.02922, -1.21882, -3.14945], [-5.22949, -2.14152, -4.71131], [-0.09556, -0.91080, -0.21745], [0.03236, -0.36045, 1.21540], [1.11244, 0.69090, 1.57007], [-1.21678, 0.17774, 1.51630], [0.80568, -1.48689, -0.42716], [0.00938, 0.00394, -0.80084], [-0.96116, -1.52723, -0.46004], [0.26117, -1.21075, 1.85784], [1.33647, 0.67808, 2.63673], [0.76974, 1.71716, 1.43799], [2.04536, 0.55991, 1.02181], [-1.43699, 0.76422, 0.78887], [-1.78353, -5.18124, -3.43843], [-1.72620, -4.68853, -2.00277], [-2.99682, -4.88134, -1.20553], [-0.73311, -5.52144, -1.51853], [-2.62376, -4.69334, -3.93247], [-2.13742, -6.21169, -3.40637], [-0.90051, -5.27992, -4.06981], [-1.43680, -3.66540, -1.76289], [-3.47047, -5.86146, -1.14983], [-3.71703, -4.07335, -1.33418], [-2.82927, -4.70166, -0.14358], [0.05108, -5.08346, -1.85737], [5.09011, 2.77306, -1.60190], [4.95109, 3.75387, -0.38182], [3.58747, 3.88751, 0.30337], [5.91769, 3.26008, 0.49827], [6.08294, 2.63314, -2.02946], [4.45633, 3.05781, -2.44175], [4.84285, 1.76099, -1.28145], [5.14959, 4.80631, -0.58444], [3.32066, 2.86364, 0.56526], [2.69253, 4.17169, -0.25018], [3.57790, 4.47519, 1.22133], [6.66105, 3.80248, 0.22472], [6.55999, 2.91801, 4.87911], [5.50927, 2.81945, 3.77924], [5.09505, 1.41872, 3.21493], [4.32370, 3.56424, 4.01156], [7.47686, 2.46480, 4.50220], [6.25191, 2.32028, 5.73696], [6.64265, 3.98603, 5.08061], [6.01059, 3.42190, 3.02172], [5.48631, 0.61401, 3.83738], [5.68074, 1.19577, 2.32310], [4.03797, 1.52753, 2.97235], [3.53422, 3.02846, 3.90542], [1.73811, -5.05554, 1.03163], [0.77616, -4.26523, 2.01175], [-0.68155, -4.26037, 1.60975], [0.95352, -4.78071, 3.25101], [1.49493, -4.89332, -0.01845], [1.55125, -6.11501, 1.20687], [2.77197, -4.72449, 1.12973], [1.09469, -3.22717, 1.91651], [-1.40429, -3.85087, 2.31548], [-1.13125, -5.17047, 1.21276], [-1.03230, -3.63599, 0.78803], [0.10431, -4.71526, 3.69393], [-1.03675, 3.53553, 3.07562], [-2.43057, 4.24463, 3.16795], [-2.34218, 5.74364, 3.40138], [-2.93993, 3.95125, 1.89085], [-0.55479, 3.55399, 2.09814], [-1.11899, 2.50817, 3.43038], [-0.24802, 3.96194, 3.69544], [-2.89945, 3.67966, 3.97360], [-1.58666, 5.84068, 4.18104], [-3.22247, 6.31744, 3.69108], [-1.88301, 6.16800, 2.50853], [-3.88777, 3.79979, 1.90695], [-3.73364, 2.26386, -1.71720], [-2.28286, 2.72274, -1.59093], [-2.19576, 4.19847, -1.59869], [-1.89484, 2.31697, -0.26069], [-4.38217, 2.72537, -0.97254], [-3.66649, 1.19690, -1.50459], [-4.10759, 2.43133, -2.72726], [-1.72087, 2.19603, -2.36219], [-2.85563, 4.69393, -0.88652], [-2.43559, 4.54024, -2.60556], [-1.15965, 4.47150, -1.39861], [-2.09199, 3.05547, 0.32013]], "mulliken_charge": [-0.45, -0.36, -0.38, -0.39, 0.25, 0.34, 0.26, 0.38, 0.19, 0.32, -0.98, -0.18, -0.94, -0.17, -0.48, -0.12, -0.56, -0.29, -0.99, 0.25, 0.36, 0.45, 0.55, 0.39, -0.15, 0.50, 0.36, 0.34, -0.05, 0.65, 0.02, 0.34, 0.38, 0.32, -1.11, 0.66, -1.51, -0.18, 0.29, 0.66, -0.11, 0.14, 0.47, 0.00, 0.35, 0.04, -1.37, 2.38, -1.56, -0.57, 0.26, 0.43, 0.37, -1.15, 0.37, 0.31, 0.25, 0.34, -1.16, 0.31, -0.86, -0.44, 0.40, 0.36, 0.20, 0.31, -0.18, 0.43, 0.35, 0.29, -1.46, 0.81, -0.48, -0.56, 0.32, 0.36, 0.36, -0.02, 0.39, 0.23, -0.16, 0.23, -1.16, 1.42, -0.80, -0.59, 0.06, 0.36, 0.38, -0.39, 0.38, 0.41, -0.33, 0.39, -1.02, 0.65, -1.45, -0.40, 0.04, 0.12, 0.54, 0.28, 0.39, 0.34, 0.31, 0.20, -1.15, 0.67, -1.62, -0.07, 0.29, 0.15, 0.39, 0.31, 0.33, 0.44, 0.38, -0.22], "homo_lumo_gap_ev": 9.37, "smiles": "COCCNCCOC.CC(C)O.CC(C)O.CC(C)O.CC(C)O.CC(C)O.CC(C)O.CC(C)O.OCCO", "e_lumo_ev": 0.480}


{"formula": "C29H78N2O9", "method": "ωB97M-V with the def2-TZVPD basis set", "symbols": ["C", "C", "C", "O", "C", "N", "H", "H", "H", "H", "H", "H", "H", "H", "H", "H", "H", "C", "C", "C", "O", "C", "N", "H", "H", "H", "H", "H", "H", "H", "H", "H", "H", "H", "C", "C", "C", "O", "H", "H", "H", "H", "H", "H", "H", "H", "C", "C", "C", "O", "H", "H", "H", "H", "H", "H", "H", "H", "C", "C", "C", "O", "H", "H", "H", "H", "H", "H", "H", "H", "C", "C", "C", "O", "H", "H", "H", "H", "H", "H", "H", "H", "C", "C", "C", "O", "H", "H", "H", "H", "H", "H", "H", "H", "C", "C", "C", "O", "H", "H", "H", "H", "H", "H", "H", "H", "C", "C", "C", "O", "H", "H", "H", "H", "H", "H", "H", "H"], "coordinates": [[1.76272, -4.90465, -4.67807], [1.09783, -3.59078, -5.00422], [2.20857, -2.54398, -5.23906], [1.66265, -1.40080, -5.86766], [0.92740, -0.50667, -5.10060], [0.14497, -3.80567, -6.08212], [2.55896, -5.15593, -5.39705], [1.06561, -5.68465, -4.64734], [2.23652, -4.78495, -3.74959], [0.53453, -3.24014, -4.12903], [3.04827, -2.89278, -5.90793], [2.68612, -2.19444, -4.31680], [0.99914, 0.51571, -5.50887], [1.19813, -0.55760, -4.03523], [-0.10625, -0.79140, -5.15514], [-0.22676, -2.95141, -6.52740], [0.67665, -4.22277, -6.78178], [-2.63932, 4.35361, 0.80991], [-3.27655, 3.17116, 0.19307], [-2.78441, 2.99675, -1.24315], [-3.43831, 1.80978, -1.81328], [-2.95841, 1.46554, -3.07662], [-2.87336, 1.97855, 0.91692], [-2.70133, 5.23848, 0.17737], [-1.61709, 4.10597, 0.92181], [-3.04065, 4.53694, 1.85026], [-4.39671, 3.21307, 0.31214], [-1.71614, 2.89701, -1.22605], [-3.14795, 3.79632, -1.94608], [-3.68249, 0.74714, -3.40795], [-1.89757, 1.17464, -3.07551], [-3.11949, 2.32947, -3.73537], [-3.25407, 1.18297, 0.46080], [-1.86291, 1.82082, 0.78003], [-5.20462, 1.56734, 3.89396], [-3.81942, 1.74072, 4.53730], [-3.19736, 0.39038, 4.91419], [-3.02434, 2.54340, 3.80278], [-5.78606, 0.84506, 4.46979], [-5.02660, 1.17665, 2.86354], [-5.77969, 2.46146, 3.79636], [-4.00572, 2.22975, 5.51592], [-3.52387, -0.41129, 4.19640], [-3.47711, -0.01701, 5.87482], [-2.08352, 0.42099, 4.94488], [-2.99502, 2.22177, 2.85251], [-3.00350, -2.14627, -0.42761], [-2.52035, -2.09961, 1.02845], [-2.98418, -3.31316, 1.83766], [-1.13010, -1.99604, 1.13164], [-2.94579, -1.23452, -1.04275], [-4.04035, -2.54049, -0.46134], [-2.33021, -2.83027, -0.94675], [-3.03328, -1.17579, 1.45353], [-2.69396, -4.23732, 1.37815], [-4.11057, -3.26690, 1.79096], [-2.54924, -3.22127, 2.82549], [-0.79799, -2.53034, 1.88886], [4.48496, 1.50507, 4.12070], [3.93750, 0.69181, 2.92395], [5.05433, 0.47530, 1.94827], [3.51541, -0.57775, 3.40648], [5.47170, 1.07651, 4.38566], [3.88634, 1.24796, 4.97738], [4.48605, 2.57960, 4.07931], [3.13375, 1.21026, 2.47909], [5.88952, 0.03713, 2.52946], [5.37211, 1.37943, 1.45459], [4.71238, -0.14713, 1.12030], [2.59130, -0.62905, 3.63915], [4.18887, -4.02669, 0.06472], [3.01243, -3.04960, 0.03945], [1.80337, -3.68425, -0.58911], [2.62566, -2.55491, 1.37354], [5.04318, -3.45377, 0.27280], [4.25225, -4.56089, -0.88727], [4.18456, -4.84528, 0.80580], [3.32847, -2.16592, -0.52426], [1.98651, -3.93842, -1.63467], [0.89632, -3.12913, -0.38789], [1.60179, -4.61271, -0.02818], [3.21900, -1.85493, 1.66928], [0.13967, -0.79862, 3.78449], [0.50025, -2.18102, 4.16324], [-0.24488, -2.67141, 5.34809], [0.19097, -3.09023, 3.09405], [0.68070, -0.48487, 2.86700], [0.44934, -0.14944, 4.58229], [-1.01227, -0.67942, 3.60551], [1.57065, -2.30427, 4.43685], [-0.05008, -2.10503, 6.23906], [-0.02876, -3.72345, 5.60512], [-1.34835, -2.62082, 5.16664], [0.93742, -3.09421, 2.45353], [1.03404, 5.58890, -3.51801], [-0.26747, 4.81064, -3.48773], [-0.98014, 5.05735, -4.80891], [-0.00585, 3.44116, -3.18562], [1.48646, 5.57966, -2.50536], [0.91403, 6.62972, -3.84899], [1.72929, 5.04022, -4.15906], [-0.90585, 5.14913, -2.64913], [-1.15804, 6.14583, -4.86858], [-1.98753, 4.61482, -4.87257], [-0.42621, 4.79479, -5.69543], [0.53702, 3.01347, -3.83022], [1.62563, 0.64122, -1.29051], [1.17014, 0.88532, 0.17510], [1.48403, 2.30781, 0.61821], [-0.22988, 0.71152, 0.35727], [1.19158, 1.32193, -2.09879], [1.49327, -0.35419, -1.71680], [2.73847, 0.82923, -1.37648], [1.77736, 0.27144, 0.85830], [2.52441, 2.51481, 0.33892], [1.34257, 2.44242, 1.70702], [0.84346, 3.05086, 0.07487], [-0.39863, -0.24052, 0.30894]], "mulliken_charge": [-1.59, 0.75, -0.60, -0.47, -0.01, -0.71, 0.41, 0.43, 0.26, 0.13, 0.29, 0.27, 0.28, -0.24, 0.33, 0.27, 0.26, -1.48, 0.19, 0.05, -0.42, -0.62, 0.09, 0.46, 0.16, 0.33, 0.42, -0.23, 0.47, 0.31, 0.11, 0.32, 0.11, -0.17, -1.30, 0.44, -0.90, -0.52, 0.41, 0.20, 0.35, 0.33, 0.10, 0.52, 0.14, 0.29, -1.33, 1.50, -1.65, 0.39, 0.13, 0.38, 0.30, -0.46, 0.37, 0.44, 0.33, 0.02, -1.28, 1.57, -1.26, -0.66, 0.29, 0.39, 0.35, -0.62, 0.41, 0.37, 0.17, 0.05, -1.67, 1.23, -0.79, -0.36, 0.45, 0.39, 0.32, 0.11, -0.19, 0.01, 0.44, -0.01, 0.04, 1.21, -1.87, -0.67, -0.78, 1.05, -0.53, 0.37, 0.45, 0.38, 0.25, 0.11, -1.38, 0.78, -1.46, -0.24, 0.31, 0.39, 0.36, 0.05, 0.41, 0.31, 0.37, 0.16, -0.83, 2.47, -1.91, 0.20, -0.33, 0.07, 0.50, -1.11, 0.49, 0.40, 0.10, -0.45], "homo_lumo_gap_ev": 9.54, "smiles": "COC[C@H](C)N.COC[C@H](C)N.CC(C)O.CC(C)O.CC(C)O.CC(C)O.CC(C)O.CC(C)O.CC(C)O", "e_lumo_ev": 0.458, "de_lowest_kcal_mol": 5.7}


> Which formula does entry 2 have?

C29H78N2O9